Entry 1:
# C29H35CdCl3N4O2P2

A molecular structure, C29H35CdCl3N4O2P2 (ωB97M-V with the def2-TZVPD basis set, the OMol25 dataset).

Values from the calculation:
HOMO level	-7.796	eV
total charge	0
lowest unoccupied orbital energy	-0.92	eV
M	752.3	Da

Structure (XYZ):
```
76
Properties=species:S:1:pos:R:3:forces:R:3:mulliken_charge:R:1
H 4.050505 -0.315791 -1.264918 -0.020 0.113 0.200 0.534
H -4.140539 -1.639599 -0.481726 -0.124 -0.065 -0.102 0.334
C 2.989073 2.239751 0.492558 0.420 -0.179 -0.474 -0.475
C -3.017535 -2.621929 2.446969 -1.065 0.244 -0.983 -0.228
C -2.100686 1.719867 0.926275 -0.934 -0.814 -0.720 -1.064
H 0.753263 0.234789 -5.029121 0.116 -0.160 -0.131 0.532
H -0.365867 -2.853346 -0.097305 -0.201 0.614 -0.123 0.494
C -1.320527 -0.870481 5.594443 0.105 0.710 -1.351 0.745
C 4.005241 2.848537 -0.218732 -0.566 -0.615 0.195 -0.825
H 5.430513 2.002099 -1.724988 -0.185 -0.169 0.065 0.456
H 1.636685 0.490158 3.769665 -0.643 -0.027 -0.766 0.352
P 1.704916 -0.251347 0.903729 1.617 -0.565 -1.101 0.450
H 1.603235 -1.725820 -1.059052 -0.345 0.291 -0.038 1.292
H -2.842926 3.662522 0.188060 -0.168 -0.080 -0.008 0.538
Cl -2.720844 0.088824 6.114823 0.253 -0.257 0.239 -0.168
H 4.370375 -4.369813 1.775172 -0.073 -0.005 -0.067 0.447
C -1.036845 -0.575863 -4.180051 -0.385 -0.235 -0.187 -0.823
C 0.819280 1.789311 -2.617447 0.364 -0.111 -0.393 -0.013
Cd -0.000497 1.727719 1.671559 0.371 -0.663 1.808 0.959
H 0.680014 1.911159 4.183242 0.549 -0.030 0.081 0.478
H 0.990138 2.215092 -1.624567 0.943 -0.289 -0.285 0.387
C -0.712980 2.462515 -4.551253 0.822 0.499 -0.062 -0.847
H 2.323276 2.645351 1.235479 0.230 0.010 0.042 0.322
P -1.430103 -1.027095 1.035709 -0.236 0.497 0.450 0.056
H -1.073789 -1.668704 -1.295941 0.575 -0.430 0.257 0.023
C -1.807125 1.790675 -3.818237 -0.910 -0.415 -0.274 -0.271
H 1.407061 2.692369 -4.420246 -0.228 0.216 0.447 0.273
H 1.963677 0.034856 -2.576643 -0.999 -0.153 0.880 0.412
C 4.358656 -2.392118 2.832755 -0.634 0.813 -0.532 -0.722
C -2.767669 2.595934 0.031028 0.368 -0.553 0.017 -0.501
C -4.929525 -2.821681 1.238362 1.176 0.586 -0.194 -0.676
H -3.788658 2.231225 -1.898213 -0.039 -0.045 0.164 0.864
H -5.916434 -3.106673 0.944274 -0.317 0.000 -0.159 0.465
C 1.338614 1.486070 3.409170 -0.112 1.488 0.778 -1.648
H -1.261618 -1.505437 -3.626426 0.148 0.339 -0.084 0.375
H 0.537774 3.797632 -3.339493 -0.064 -0.360 -0.008 0.360
H -4.695775 -3.685027 3.306220 -0.239 -0.223 0.182 0.467
N -2.853598 -1.939538 1.220744 -0.467 -1.308 0.749 0.512
C -2.018074 0.473788 -3.752235 -0.238 0.318 -0.459 -0.540
N -2.291695 0.383704 0.383596 0.205 1.130 -2.070 0.335
H -1.086685 3.436373 -4.886343 -0.017 -0.312 -0.327 0.463
C -3.265518 1.854838 -1.033463 0.142 0.041 0.081 -1.344
H -2.545852 2.489108 -3.449173 -0.247 -0.227 -0.008 0.349
H -0.408890 1.865507 -5.416170 -0.255 0.242 0.024 0.291
N 2.923628 0.884005 0.149598 -0.423 -0.279 -0.488 0.921
C -4.030004 -2.082058 0.485091 -0.265 -0.708 1.026 -0.221
C 0.891940 -1.071821 -0.526981 0.034 -0.140 -0.355 0.130
N 2.830437 -1.463428 1.443217 0.217 -0.044 0.632 0.689
H -2.200641 -2.618045 3.147987 -0.084 -0.101 0.069 0.399
H 4.289696 3.888458 -0.140844 -0.025 -0.135 0.006 0.461
Cl 0.156239 -0.378409 6.490517 -0.515 -0.278 -0.048 -0.153
H 5.061863 -2.511644 3.640600 -0.010 -0.031 -0.036 0.444
C 3.988781 -3.365100 1.850351 -0.746 0.898 -0.457 -0.678
H 0.956532 -1.238876 -4.081125 0.039 0.221 -0.289 0.343
C 3.050553 -2.775498 1.012168 0.435 0.025 0.688 -0.411
C -4.296326 -3.144754 2.475984 1.220 0.468 -0.375 -0.829
C 0.462401 -0.259064 -4.096442 0.737 -0.099 -0.764 -1.344
C -0.483034 -1.779859 -0.360665 -0.466 0.177 -0.266 -0.909
C -2.916342 0.517783 -0.824120 0.357 0.380 1.570 0.047
H 2.262687 2.074394 3.358489 -0.205 0.135 0.059 0.394
C 1.044513 0.505392 -2.948623 0.862 0.250 -0.025 0.277
H 3.594095 -0.283284 3.062295 0.136 -0.032 0.065 0.456
H -3.018614 0.073095 -3.521114 0.554 0.419 0.351 0.935
H 2.505422 -3.169456 0.166444 0.150 -0.039 0.159 0.419
H 0.691807 -0.205866 -1.186850 0.191 -0.528 0.570 -1.822
O -1.524551 0.489580 3.530992 0.522 -0.793 0.600 -0.479
H -1.238822 -0.828452 -5.236900 0.016 -0.060 0.285 0.379
C 0.556083 2.762681 -3.714309 -0.757 0.534 -0.421 -1.161
C 3.645808 -1.237269 2.565570 -0.167 -1.044 -0.464 -0.614
C 4.594703 1.851306 -1.053010 -0.790 -0.728 0.382 -0.866
O -0.241471 -1.392946 3.478912 -0.720 1.210 1.264 -0.381
Cl -1.655686 -2.599308 5.756510 0.113 0.187 0.360 -0.147
H -3.085618 -0.338174 -1.462036 0.150 0.250 0.136 0.372
C 3.903741 0.662708 -0.824182 0.206 0.761 0.299 -0.449
C -0.997619 -0.544642 4.021615 0.608 -0.725 -0.448 -0.344
H -2.284276 1.779022 1.998740 -0.066 -0.007 0.160 0.721
```
Forces are in eV/Å.

---

Entry 2:
# C29H35F3N2O4

C29H35F3N2O4 in the gas phase (ωB97M-V with the def2-TZVPD basis set, the OMol25 dataset).

Values from the calculation:
HOMO level	-8.188	eV
total charge	0
lowest unoccupied orbital energy	0.54	eV
M	532.6	Da
SMILES	CCO[C@H]1OC(C(=O)N2CCN(Cc3ccccc3)CC2)=C[C@@H](c2ccc(C(F)(F)F)cc2)[C@@H]1CCCO

Structure (XYZ):
```
73
Properties=species:S:1:pos:R:3:forces:R:3:nbo_charge:R:1
H 2.288430 2.741819 2.716560 0.039 -0.018 -0.033 0.188
C 0.109072 -4.005580 -2.022814 0.044 0.083 0.093 -0.242
H -1.375506 3.786164 3.269377 0.083 -0.087 0.012 0.210
C 0.679458 -2.944346 -1.325989 0.077 -0.236 0.083 0.127
C 0.339406 1.560637 1.300850 -0.505 0.040 -0.078 -0.251
C 1.628857 0.348951 -0.970601 0.214 -0.243 -0.264 0.223
H -2.401000 -0.702191 -4.999775 0.012 -0.044 -0.042 0.465
F -1.516529 -7.190462 0.078215 0.092 -0.048 -0.259 -0.324
C 0.593210 5.693522 4.826703 -0.059 -0.074 -0.065 -0.247
H -0.552318 0.904738 -4.819547 -0.049 0.109 -0.091 0.193
H -1.072170 -0.575989 -6.876676 0.097 -0.106 0.052 0.166
C -0.456943 7.821880 3.407795 -0.052 0.040 -0.044 -0.193
H -2.412121 -2.490944 0.344161 0.014 -0.108 0.051 0.221
H -0.373761 -1.773890 -3.385739 0.047 0.071 0.090 0.251
C -0.635765 6.529859 2.950569 -0.011 -0.016 0.030 -0.241
H 1.658093 0.464016 -3.756417 0.111 -0.055 -0.009 0.222
C 0.363047 -1.077050 -2.982700 0.175 0.088 0.221 -0.275
H -0.050089 0.710437 0.744553 0.034 0.012 0.094 0.247
H -1.553644 2.621612 1.355072 -0.026 0.005 -0.019 0.199
H 0.383217 9.062942 4.938739 0.016 0.081 0.027 0.212
H -2.960645 -0.382815 -1.809328 0.056 -0.072 -0.009 0.160
C 0.767773 6.987140 5.288926 0.036 0.099 0.095 -0.206
C -0.523732 2.808127 1.044729 0.011 -0.325 0.004 -0.212
O 3.541554 1.612327 -0.361434 0.120 -0.042 -0.183 -0.615
C -0.111658 5.453265 3.656287 0.023 -0.017 0.127 0.062
C -0.070838 -3.935761 0.736705 -0.028 -0.182 -0.088 -0.174
H 1.317495 7.161394 6.202357 0.047 0.021 0.068 0.212
C 0.244220 8.053734 4.580137 0.053 0.074 0.083 -0.222
H -0.866126 8.652007 2.850644 -0.038 0.065 -0.046 0.211
C 2.379064 1.335099 -0.119340 0.079 -0.177 -0.027 0.637
H 1.423106 4.467331 0.333120 0.099 0.022 0.020 0.201
F -2.663243 -5.655243 1.053686 -0.074 0.168 -0.044 -0.331
C -0.556129 -5.017805 -1.359071 -0.064 -0.065 0.199 -0.173
H -0.999988 -5.834133 -1.907907 -0.022 -0.072 -0.042 0.229
H -0.141726 -3.916463 1.813870 0.005 0.008 0.097 0.228
H -2.273939 -2.002763 -2.093827 -0.024 0.074 0.017 0.177
H 0.327646 1.312265 2.369577 -0.005 -0.035 -0.062 0.188
H 0.275357 3.349162 3.745695 -0.088 0.035 0.031 0.168
C 1.368003 4.213088 1.396244 0.266 -0.106 0.040 -0.233
H 3.010496 -1.188923 -0.749023 0.163 0.121 0.134 0.236
H 1.760969 -1.074255 -4.609971 0.070 -0.008 0.014 0.202
H -0.070884 -1.820763 -6.103469 0.018 0.051 -0.064 0.176
C 1.068231 -0.368610 -4.145426 -0.291 0.112 0.033 -0.391
C 2.253441 2.981194 1.648521 0.174 0.438 -0.071 -0.249
C -0.320494 4.052802 3.141666 -0.024 -0.028 -0.072 -0.261
C 0.124763 0.152984 -5.232001 0.054 -0.431 0.022 -0.426
H 2.104679 -2.323951 -2.759263 -0.062 0.065 0.009 0.230
C -1.401035 -6.044480 0.765108 -0.234 -0.136 0.175 0.975
C 0.587466 -2.926569 0.059870 0.010 -0.142 -0.020 -0.236
C -0.381036 -0.067223 -2.093673 -0.596 -0.288 -0.543 0.402
H -0.514206 3.010243 -0.031135 -0.045 -0.093 0.005 0.204
H 1.731892 5.062500 1.976643 0.042 0.014 -0.078 0.216
H 1.008494 4.864712 5.383524 0.043 -0.099 0.026 0.208
H 0.729163 0.643419 -5.997215 -0.046 0.101 -0.030 0.218
C -0.697747 -0.946719 -5.912392 0.263 0.454 -0.286 -0.064
O -1.775161 -1.421998 -5.133750 -0.422 -0.097 0.304 -0.725
H -4.002907 -2.074287 -0.307669 -0.127 -0.057 0.014 0.215
H 0.182451 -4.042467 -3.099831 0.015 0.020 -0.153 0.214
C -3.010336 -1.693615 -0.086380 0.269 0.151 -0.322 -0.620
H 1.022249 -2.109187 0.613039 0.014 0.089 0.050 0.228
H -3.087827 -0.886477 0.636760 -0.054 0.085 0.100 0.208
O 0.482552 0.870652 -1.522929 0.331 0.129 0.199 -0.513
C -0.644558 -4.981903 0.025895 -0.003 -0.071 0.029 -0.167
C 2.090899 -0.872993 -1.212943 -0.147 0.115 -0.106 -0.250
N -0.028639 3.989663 1.719297 -0.196 0.089 0.029 -0.449
O -1.076673 -0.687139 -1.035727 0.291 0.280 0.069 -0.568
H -1.091654 0.527457 -2.692295 0.135 -0.111 0.129 0.162
N 1.703149 1.854228 0.923433 -0.059 0.165 0.236 -0.425
H 3.267715 3.153881 1.287584 -0.089 -0.015 0.122 0.252
H -1.174067 6.338462 2.034959 -0.042 -0.011 -0.115 0.224
C 1.370979 -1.842951 -2.100485 -0.211 0.184 -0.001 -0.299
C -2.357129 -1.188105 -1.361504 -0.252 -0.150 -0.062 -0.059
F -0.839081 -6.361974 1.943624 0.202 0.112 0.093 -0.325
```
Forces are in eV/Å.

---

Entry 3:
# C29H35F6N7O4RuS2

A molecular structure, C29H35F6N7O4RuS2 (ωB97M-V with the def2-TZVPD basis set, the OMol25 dataset).

Values from the calculation:
HOMO level (alpha / beta)	-10.064 / -10.578	eV
total charge	+1
lowest unoccupied orbital energy (alpha / beta)	-3.42 / -3.43	eV
M	824.8	Da
spin multiplicity	2

Structure (XYZ):
```
84
Properties=species:S:1:pos:R:3:forces:R:3:lowdin_spin:R:1
C 1.743233 -4.114488 -1.036710 0.063 0.052 0.031 -0.001
C 2.427267 -1.109025 2.341490 -0.065 0.031 0.141 0.001
C -4.530542 -1.594975 0.192552 -0.013 -0.005 0.022 0.000
H 2.597706 -2.076885 1.873325 -0.015 -0.015 -0.025 0.000
H -5.662358 -0.007637 0.910535 -0.017 -0.015 0.017 0.000
Ru 1.067757 -0.394660 -0.230654 0.789 -0.112 0.253 0.700
H 1.363863 0.313496 4.459019 -0.002 0.022 0.008 -0.001
C -0.061493 2.071890 -0.922998 0.098 0.026 -0.103 0.002
H 2.725433 -4.538748 -1.196453 -0.002 -0.003 0.001 0.000
C 0.993153 2.402039 4.156972 -0.017 -0.001 0.003 0.022
N -5.057807 -0.729488 1.311591 0.025 0.015 -0.028 0.000
C 0.602512 -4.906782 -1.183332 -0.032 -0.025 -0.009 -0.001
C -3.134225 0.780423 1.075705 0.048 0.068 -0.031 0.000
N 1.076790 -0.615585 1.944955 0.502 -0.197 -0.235 -0.002
H -1.227828 -0.287810 -2.325900 -0.001 -0.047 0.015 0.001
H -5.637000 -1.279756 1.945828 0.016 -0.008 -0.001 0.000
H -1.786084 -2.612889 -0.495524 -0.007 0.001 -0.002 0.000
F 3.217361 2.926359 -1.860191 0.036 -0.043 -0.030 0.000
H 2.282460 -1.047328 -3.027169 0.006 0.004 -0.005 0.000
C 0.073849 -1.535666 2.512639 -0.112 0.045 0.012 0.003
H -3.339919 -0.854228 2.502443 -0.003 0.007 0.013 0.000
C 2.019058 0.006563 -3.101130 0.035 0.201 0.020 0.001
C 0.307293 2.445400 -3.289760 -0.065 0.008 0.043 -0.003
C 1.078510 1.080404 3.750307 0.010 0.045 -0.051 -0.003
H -3.269829 -1.343941 -1.518500 0.001 0.014 -0.010 0.000
H 0.312566 3.839987 1.176403 0.030 -0.011 0.062 0.001
H 0.144281 -2.505402 2.026993 0.023 -0.026 0.026 0.000
N 0.812815 0.236163 -2.266530 -0.036 -0.331 -0.060 0.000
C -0.877247 4.072994 -1.992864 -0.026 0.026 -0.018 -0.002
H 0.230572 -1.660913 3.587218 -0.016 0.059 0.006 0.000
N 0.803172 -7.402130 -1.830869 0.003 -0.010 0.003 -0.001
N 0.218242 1.237639 0.179845 -0.414 0.106 -0.069 0.125
O 5.009798 0.714293 -2.456624 0.188 -0.006 -0.021 0.000
C -0.303349 3.687292 -3.193993 0.016 0.014 -0.019 0.016
O 7.275861 0.286525 -1.530657 0.000 0.032 0.042 0.000
S 4.026997 1.497702 0.248569 0.251 -0.177 0.147 0.006
H -5.383956 -2.053890 -0.304351 -0.006 0.013 -0.003 0.000
F 4.979580 3.692803 -0.861774 0.003 0.000 -0.009 0.001
F 3.027169 3.908584 0.047845 -0.016 -0.009 -0.027 0.001
C 0.718129 3.377556 3.211926 0.024 0.038 0.086 -0.003
S 5.864114 0.298247 -1.379021 0.000 0.023 0.018 0.000
H -3.759525 1.608604 0.718377 -0.006 0.007 0.004 0.000
F 4.939684 -1.727064 0.144323 0.004 0.041 -0.050 0.000
H 2.847388 0.609849 -2.742487 -0.083 -0.092 -0.036 0.000
C 0.723545 -6.293112 -1.543198 -0.001 0.023 -0.002 0.000
H -1.232669 3.581676 0.059307 -0.021 0.025 -0.069 0.001
H 0.709151 2.108553 -4.236019 -0.019 0.011 -0.010 0.000
C 3.807228 3.111818 -0.684950 -0.056 -0.028 0.114 0.003
H -1.408067 5.013458 -1.925917 0.006 0.005 0.006 0.000
H -0.113035 -1.550762 -2.924896 0.015 -0.023 -0.007 0.000
C -0.323540 -0.485361 -2.900005 0.036 0.044 -0.101 0.005
C 0.394067 1.635402 -2.173939 -0.039 0.003 0.133 0.014
H -2.285691 1.229180 1.594476 0.005 -0.013 0.002 0.000
C 0.858489 0.749076 2.426248 -0.106 0.005 -0.004 0.017
C -0.659053 -4.357795 -0.979326 0.014 -0.009 0.007 0.000
O 3.024366 0.599560 -0.355958 -0.187 0.160 -0.046 0.032
C -0.768682 3.273271 -0.865775 0.010 -0.066 0.008 0.014
N 5.480002 0.995144 0.010147 -0.218 0.073 -0.170 0.001
C 0.463935 3.048730 1.891530 -0.029 -0.061 -0.047 0.018
F 4.457625 -1.891226 -1.951977 -0.018 -0.023 -0.055 0.000
C -3.938008 -0.054034 2.067067 -0.007 -0.003 -0.004 0.000
H 1.816460 0.236756 -4.149197 -0.014 0.002 0.008 0.000
C 1.593779 -2.789233 -0.675933 -0.102 0.001 0.004 0.002
H -4.365651 -0.003937 -1.242076 -0.006 -0.005 -0.007 0.000
H 3.183617 -0.396936 2.028341 -0.042 -0.053 0.028 0.000
C -0.791744 -3.017526 -0.636935 0.073 -0.031 0.084 0.006
H -0.464018 -0.122224 -3.921509 -0.019 0.008 0.024 0.000
H -1.814422 -0.497180 0.146517 -0.038 0.007 -0.156 0.003
H -4.383519 0.541898 2.862023 -0.006 0.009 -0.010 0.000
O 3.811549 1.837504 1.618831 -0.001 0.066 -0.002 0.000
C 0.331589 -2.217954 -0.483856 -0.497 0.189 -0.084 0.012
F 6.471639 -2.281037 -1.273194 -0.027 0.000 -0.030 0.000
H 2.507899 -2.188602 -0.549075 -0.007 0.028 -0.035 0.001
H 0.719368 4.420534 3.499704 -0.006 0.003 -0.003 -0.001
H 2.490176 -1.234005 3.425188 0.003 -0.017 -0.021 0.000
C -3.699543 -0.716101 -0.739187 -0.023 -0.006 0.105 0.000
C 5.415141 -1.509039 -1.094697 0.045 0.002 0.143 0.000
H -0.923087 -1.120248 2.353039 0.008 -0.033 -0.069 0.001
H 1.183712 2.668985 5.186790 0.012 0.005 -0.002 0.001
N -2.664155 0.020467 -0.057181 0.005 0.009 0.020 0.001
H -0.352399 4.335219 -4.057891 -0.013 -0.008 -0.006 0.001
H -3.925951 -2.367840 0.667286 0.000 -0.008 -0.009 0.000
C 0.476407 1.712368 1.481801 0.053 -0.064 0.134 0.001
H -1.531838 -4.986718 -1.099006 -0.001 0.004 0.000 0.000
```
Forces are in eV/Å.